Record 1
# C3H9NOS

2 unconnected molecules or ions with the total composition C3H9NOS at a distorted geometry (wB97M-V/def2-TZVPD, the OMol25 dataset).

Positions of all 15 atoms, in Å:
H1 2.6761 -1.4080 -0.0349
H2 -2.0202 1.6220 -1.2276
N1 -1.5659 -0.4325 -1.4879
C1 -1.3014 0.8916 -1.6096
C2 -0.0662 0.2159 2.0074
H3 -0.9724 -0.2257 2.4073
H4 1.4331 -0.4734 -0.7546
C3 2.0150 -0.5639 0.1589
H5 -0.1790 0.8771 1.1520
O1 -0.2587 1.3087 -2.0666
H6 -1.0475 -1.0924 -2.0503
H7 0.3540 0.8417 2.7952
H8 2.5222 0.3264 0.5026
H9 -2.5222 -0.6723 -1.2844
S1 0.9331 -1.2153 1.4923

## Properties
LUMO, eV: 0.82
M, g/mol: 107.2
Electronic energy, a.u.: -647.87787
Frontier orbital gap, Ha: 0.3352



Record 2
# C2H9N2O

2 unconnected molecules or ions with the total composition C2H9N2O at a distorted geometry (wB97M-V/def2-TZVPD, the OMol25 dataset).

Positions of all 14 atoms, in Å:
H1 0.4685 1.3806 -0.9822
N1 0.4679 -1.4505 -0.6969
H2 -2.0566 0.2389 0.5038
H3 0.7787 -1.5037 -1.7212
O1 -2.1277 -0.2420 -0.3750
H4 1.5583 -0.7761 1.0083
H5 -0.5640 -1.1264 -0.7203
H6 0.5153 1.3389 2.0588
C1 1.0403 -0.4696 0.0914
H7 -2.9966 -0.0780 -0.8305
N2 0.8253 1.6328 1.0867
C2 0.7646 0.8786 -0.0349
H8 0.4427 -2.4462 -0.4230
H9 0.8833 2.6227 1.0350

## Properties
Total charge: +1
LUMO, eV: -3.26
M, g/mol: 77.1
Electronic energy, a.u.: -266.06302
Frontier orbital gap, Ha: 0.3474



Record 3
# C29H39N6O

A gas-phase ion, C29H39N6O (charge +1) at a distorted geometry (wB97M-V/def2-TZVPD, the OMol25 dataset).

Positions of all 75 atoms, in Å:
C1 -1.5719 5.3658 -5.3996
H1 -3.8254 1.2475 2.8924
C2 0.0017 1.4778 -3.4780
C3 -4.4719 2.7580 0.5098
H2 -1.1416 0.4593 7.6105
N1 -3.1041 2.2806 0.4351
H3 -3.0967 3.4372 3.0366
H4 -1.9518 6.0402 -6.1729
C4 -2.9150 0.8752 2.3969
C5 2.7948 -2.2201 4.6542
C6 0.0573 2.5380 -1.1431
H5 -2.1266 4.1899 1.7537
H6 2.1532 -1.7887 5.4633
H7 -4.8663 2.8586 -0.5076
H8 -1.7529 6.8294 -3.8237
H9 3.2947 1.2036 2.8942
C7 0.1492 1.1835 1.5768
H10 3.1779 1.1880 8.1052
H11 6.7757 1.3356 2.8762
H12 5.8991 -1.4027 5.5636
H13 6.0625 -2.0712 2.7110
C8 5.1995 -2.1661 5.2455
H14 -5.1096 2.0666 1.0701
H15 7.1124 -1.0389 3.6690
H16 2.9694 -3.2950 4.8999
C9 -2.2343 2.0134 1.6015
H17 0.3021 0.4478 -3.2504
C10 -0.5207 3.6925 -3.3949
C11 2.2825 1.0625 7.4856
H18 -0.8338 5.2909 -2.0311
H19 -1.2720 3.6441 -6.7392
C12 2.4119 1.1377 6.0863
H20 -1.3233 3.3009 3.0970
N2 -0.9941 1.6720 0.9502
H21 -2.2486 0.4732 3.1636
C13 1.3164 0.7889 5.2725
H22 0.0135 3.5680 -0.7591
H23 5.4602 1.4924 1.6138
H24 0.8502 0.8382 9.1466
N3 4.0789 -1.5390 4.5094
C14 -0.6470 3.2486 -4.7396
C15 -0.0939 2.5500 -2.6173
C16 -1.1789 4.0604 -5.7360
C17 -1.0687 1.6972 -0.5161
C18 5.6816 1.2368 2.6749
H25 -4.5446 3.7359 1.0027
H26 -3.1950 0.0704 1.6990
H27 4.9124 -2.6544 6.1747
N4 5.3005 -0.1254 3.0708
C19 -0.1270 0.6435 7.2225
H28 5.7328 -2.9208 4.6770
O1 -2.9845 2.6065 -1.8430
H29 -0.4984 1.5657 3.4905
C20 0.0440 0.6516 5.8368
C21 4.1767 -0.3983 3.7566
N5 -0.3374 1.8893 -4.7485
C22 -2.1854 3.3184 2.4288
C23 1.3907 0.5139 3.7581
H30 -0.3403 1.3007 -5.5756
H31 5.1263 1.9443 3.2893
H32 -1.0247 0.6586 -0.9167
H33 3.3687 1.4587 5.6976
C24 -2.4778 2.2594 -0.7774
H34 6.9400 -0.8052 1.9233
H35 2.2657 -2.2024 3.6901
C25 6.4059 -1.0569 2.8460
C26 0.9978 0.8354 8.0470
H36 0.8252 0.7731 0.8061
H37 -0.8094 0.4894 5.1777
N6 3.1600 0.5172 3.6196
C27 -1.4512 5.8108 -4.0694
C28 -0.9329 4.9820 -3.0690
H38 1.0286 2.1068 -0.8521
C29 0.3169 1.0988 2.9465
H39 1.5335 -0.5435 3.4195

## Properties
Total charge: +1
LUMO, eV: -2.51
M, g/mol: 487.7
Electronic energy, a.u.: -1531.92904
Frontier orbital gap, Ha: 0.2487



Number 1: E_HOMO -8.3 eV. Number 2: E_HOMO -12.7 eV. Number 3: E_HOMO -9.3 eV.